No. 1
The following is a DFT calculation (ωB97M-V/def2-TZVPD) of a structure of composition C13H12INS3V.

The strongest force on any atom is 0.009 hartree/bohr. Its multiplicity is 3. For the HOMO energy (alpha / beta), the calculation gives -0.4041 / -0.4040 Ha. The total energy comes out at -2993.40367 a.u. The calculation puts the energy above the lowest of the compared OMol25 structures with the same formula, charge and spin at 7.0 kJ/mol. The net charge is +1.

CARTESIAN COORDINATES (ANGSTROEM)
1 V 0.69053 -0.23922 0.80065
2 C -1.03874 -2.64997 -1.18208
3 C 0.28841 -2.13515 -0.70653
4 C 0.97480 -1.13401 -1.41834
5 C 2.21970 -0.66449 -0.99467
6 C 2.81610 -1.19586 0.15807
7 C 2.15157 -2.19071 0.87611
8 C 0.89295 -2.64204 0.45326
9 H -0.88330 -3.51239 -1.83285
10 H -1.57522 -1.89558 -1.75585
11 H -1.66084 -2.97416 -0.34909
12 H 0.51153 -0.70024 -2.29588
13 H 2.71740 0.12453 -1.54230
14 H 3.76358 -0.81291 0.50741
15 H 2.57975 -2.57885 1.78951
16 H 0.37275 -3.38397 1.04559
17 S 0.86459 1.65232 4.76770
18 C 0.97169 0.91819 3.34436
19 S 1.94696 1.36989 1.96584
20 S 0.02937 -0.55859 2.91172
21 I -0.41881 4.93708 -2.02943
22 C -1.14694 3.22725 -1.10910
23 C -2.50867 2.97276 -1.01378
24 C -2.93404 1.81580 -0.37890
25 C -1.99234 0.94734 0.13363
26 N -0.67700 1.19104 0.03837
27 C -0.26289 2.31486 -0.56028
28 H -3.22684 3.67052 -1.42295
29 H -3.98577 1.59180 -0.27433
30 H -2.28453 0.04264 0.65152
31 H 0.80423 2.49216 -0.57737

No. 2
The following is a DFT calculation (ωB97M-V/def2-TZVPD) of a structure of composition C13H12MnN2O9.

The strongest force on any atom is 0.012 hartree/bohr. Its multiplicity is 5. For the HOMO energy (alpha / beta), the calculation gives -0.2096 / -0.2095 Ha. The total energy comes out at -2440.48662 a.u. The calculation puts the energy above the lowest of the compared OMol25 structures with the same formula, charge and spin at 52.4 kJ/mol. The net charge is -1.

CARTESIAN COORDINATES (ANGSTROEM)
1 Mn 0.53089 -0.15621 0.50106
2 O -1.09933 1.15299 -0.68239
3 C -2.40467 1.07196 -0.10282
4 C -2.90755 -0.31191 -0.42700
5 N -1.97841 -1.30176 0.08021
6 C -1.65343 -2.40537 -0.78816
7 C -0.20561 -2.82549 -0.61890
8 O 0.16836 -3.93110 -0.92153
9 O 0.60337 -1.89614 -0.14672
10 C -2.20973 -1.70100 1.45678
11 C -1.59688 -0.74418 2.46562
12 O -2.18953 -0.45812 3.48215
13 O -0.39716 -0.31770 2.16396
14 H -0.65392 1.95314 -0.35850
15 H -3.06430 1.82791 -0.53452
16 H -2.34383 1.23672 0.97617
17 H -2.96266 -0.40948 -1.51208
18 H -3.92148 -0.43941 -0.02394
19 H -1.76299 -2.09790 -1.83004
20 H -2.27997 -3.29102 -0.63528
21 H -1.71188 -2.65958 1.62547
22 H -3.27300 -1.82501 1.68530
23 O 7.42028 -0.59133 -0.39674
24 C 6.78613 0.46872 -0.24720
25 O 7.15511 1.65576 -0.23736
26 C 5.25978 0.27895 -0.11494
27 C 4.67995 -0.97435 -0.27070
28 C 3.31208 -1.12746 -0.16653
29 N 2.52525 -0.07751 0.10052
30 C 3.07302 1.14098 0.27178
31 C 4.42132 1.35911 0.16068
32 C 2.06409 2.19557 0.59605
33 O 2.31097 3.36759 0.66745
34 O 0.84851 1.68063 0.79990
35 H 5.32781 -1.81640 -0.47177
36 H 2.80710 -2.07219 -0.30286
37 H 4.83325 2.35119 0.28198

No. 3
The following is a DFT calculation (ωB97M-V/def2-TZVPD) of the molecule C13H12N4O3S in a non-equilibrium geometry.

The strongest force on any atom is 0.029 hartree/bohr. Its multiplicity is 1. For the HOMO energy, the calculation gives -0.2986 Ha. The total energy comes out at -1345.53547 a.u. The calculation puts the energy above the lowest of the compared OMol25 structures with the same formula, charge and spin at 0.0 kJ/mol. Its structure (SMILES) is COc1ccc(NC(=O)C[C@@H]2Sc3ncnn3C2=O)cc1.

CARTESIAN COORDINATES (ANGSTROEM)
1 C 4.12808 -4.73056 -0.06561
2 H 4.31976 -4.22619 0.88681
3 O 3.83570 -3.80929 -1.08835
4 C 2.74508 -3.00720 -0.94784
5 C 1.86871 -3.02648 0.13106
6 C 0.78481 -2.16641 0.17269
7 C 0.55890 -1.27026 -0.86224
8 C 1.43776 -1.24883 -1.94447
9 C 2.51478 -2.10428 -1.98802
10 H 3.19955 -2.09354 -2.82072
11 H 1.27552 -0.55351 -2.75610
12 N -0.52475 -0.37575 -0.88410
13 C -1.48755 -0.20241 0.04382
14 O -1.60300 -0.82376 1.07712
15 C -2.51660 0.88399 -0.31795
16 C -2.61186 1.83179 0.87312
17 H -2.64028 1.21755 1.78250
18 C -1.38938 2.73964 0.93370
19 O -0.25809 2.37749 0.78724
20 N -1.82165 4.03166 1.14421
21 C -3.17764 4.27749 1.12911
22 N -3.40940 5.54893 1.28973
23 C -2.15607 6.06947 1.40156
24 N -1.18383 5.20597 1.31587
25 H -1.98775 7.11649 1.54790
26 S -4.12812 2.87798 0.87966
27 H -2.25362 1.42530 -1.22696
28 H -3.48060 0.39149 -0.46123
29 H -0.51902 0.24775 -1.67915
30 H 0.11480 -2.18999 1.01494
31 H 2.01525 -3.70755 0.95388
32 H 5.03040 -5.24905 -0.38590
33 H 3.32013 -5.45791 0.06370

> Look up the strongest force on any atom of the first one.

0.009 hartree/bohr

> What is the formula in the first record?

C13H12INS3V

> Among the records above, which one has the highest strongest force on any atom?

C13H12N4O3S